Below is a structure of composition C21H25F3N4O3, with properties calculated with wB97M-V/def2-TZVPD.

The geometry in XYZ format:
```
56
Properties=species:S:1:pos:R:3:lowdin_charge:R:1
O -4.31 -1.85 -1.61 0.186
C -3.22 -1.67 -1.67 -0.547
N -2.57 -1.30 -0.51 0.149
C -3.01 -1.05 0.68 -0.455
C -4.25 -1.24 0.91 0.034
C -4.17 -0.88 2.49 -0.082
N -2.91 -0.46 2.93 0.069
N -2.21 -0.84 1.77 -0.055
C -0.79 -0.45 1.95 -0.378
C 0.10 -1.44 1.50 -0.118
H -0.01 -1.84 0.68 0.009
H 0.06 -2.49 2.19 0.208
C 1.58 -0.94 1.50 -0.254
N 1.72 0.22 1.03 -0.105
C 2.47 0.33 -0.28 -0.268
O 2.55 1.61 -0.71 -0.041
C 3.24 -0.61 -0.88 -0.123
H 3.00 -1.63 -0.38 0.145
H 2.94 -0.84 -1.83 0.114
C 4.76 -0.44 -0.46 -0.012
C 5.21 -0.79 0.82 -0.543
F 4.91 -1.89 1.50 0.149
F 6.47 -0.64 1.15 0.165
F 4.64 0.25 1.88 -0.070
H 5.32 -1.49 -1.19 0.259
H 4.91 0.51 -0.85 0.109
C 0.95 1.44 1.28 -0.009
C -0.61 0.85 1.37 -0.100
H -1.09 1.86 1.73 0.166
H -0.80 0.97 0.21 0.116
H 1.14 1.41 2.54 0.192
H 1.21 2.14 0.76 -0.008
H 1.71 -0.73 2.81 0.203
H 2.32 -1.68 1.32 0.097
H -0.69 -0.16 3.02 0.161
H -5.12 -1.08 3.39 0.155
H -5.12 -1.64 0.44 0.094
H -1.47 -0.74 -0.48 0.241
C -2.16 -1.89 -2.79 -0.070
C -1.71 -0.56 -3.34 -0.254
O -1.08 0.46 -2.67 -0.060
C -1.44 1.57 -1.95 -0.389
C -2.80 1.68 -1.94 0.014
C -3.25 2.92 -1.45 -0.052
C -2.32 3.70 -0.98 -0.222
C -1.20 3.63 -1.31 -0.148
C -0.69 2.52 -1.88 -0.037
H 0.32 2.36 -2.09 0.134
H -0.38 4.21 -0.95 0.144
H -2.64 4.71 -0.45 0.179
H -4.41 2.90 -1.18 0.162
H -3.66 0.82 -2.19 0.178
H -1.35 -0.89 -4.44 0.152
H -2.74 0.10 -3.89 0.187
H -2.80 -2.36 -3.56 0.145
H -1.32 -2.27 -2.33 0.086
```

E_LUMO: -0.1 eV
energy relative to the best compared isomer or geometry (same formula, charge and spin): 2151.18 kJ/mol
E: -1558.8120 a.u.
strongest force on any atom: 18.617 eV/Å
HOMO level: -8.51 eV